Entry 1:
{"formula": "C8H15BrO", "method": "wB97M-V/def2-TZVPD", "lumo_energy_ev": 0.75, "relative_energy_kj_mol": 16.37, "energy_ev": -80626.8876, "orbital_gap_ev": 9.635, "homo_energy_ev": -8.88, "elements": ["C", "C", "C", "O", "C", "C", "Br", "C", "C", "C", "H", "H", "H", "H", "H", "H", "H", "H", "H", "H", "H", "H", "H", "H", "H"], "xyz": [[1.477, 1.103, 1.636], [0.433, 0.078, 1.171], [0.833, -1.317, 1.327], [-0.746, 0.214, 1.993], [-0.089, 0.605, -0.179], [0.989, 0.479, -1.506], [1.384, 1.962, -2.578], [-0.409, -0.112, -1.458], [-0.521, -1.592, -1.612], [-1.427, 0.734, -2.326], [1.199, 2.157, 1.757], [2.528, 1.112, 1.106], [1.757, 0.811, 2.597], [1.003, -1.547, 2.373], [-0.076, -1.916, 1.080], [1.712, -1.458, 0.717], [-1.443, 0.509, 1.334], [-0.469, 1.642, 0.047], [1.818, -0.137, -1.372], [-1.538, -1.824, -1.374], [0.231, -1.979, -0.940], [-0.440, -1.917, -2.691], [-1.120, 0.783, -3.443], [-1.450, 1.724, -2.049], [-2.423, 0.199, -2.117]], "mulliken_charge": [-1.58, 2.08, -1.91, -0.63, -1.56, -0.84, -0.14, 2.07, -1.73, -1.64, 0.31, 0.25, 0.50, 0.48, 0.36, 0.32, 0.47, 0.38, 0.44, 0.42, 0.43, 0.32, 0.31, 0.49, 0.36]}


Entry 2:
{"formula": "C8H15Cl3FN3P", "method": "wB97M-V/def2-TZVPD", "lumo_energy_ev": -4.49, "energy_ev": -62567.3953, "orbital_gap_ev": 7.230, "charge": 1, "homo_energy_ev": -11.72, "elements": ["C", "C", "C", "C", "P", "N", "N", "C", "C", "C", "F", "N", "Cl", "H", "H", "H", "H", "H", "H", "H", "H", "H", "H", "H", "H", "H", "C", "Cl", "Cl", "H", "H"], "xyz": [[-3.532, -0.191, 0.240], [-3.067, 1.050, -0.779], [-1.420, 0.953, -0.857], [-0.523, 0.725, -2.213], [-1.012, 0.555, -4.055], [-0.706, -1.009, -4.484], [0.932, 0.656, -1.791], [0.864, 0.853, -0.291], [2.374, 0.793, 0.407], [2.599, -0.820, 0.787], [3.980, -1.291, 0.532], [-0.500, 1.060, 0.339], [-0.788, 1.335, 2.019], [-3.601, 0.172, 1.356], [-2.643, -0.981, 0.212], [-4.482, -0.756, -0.143], [-3.469, 2.096, -0.440], [-3.453, 0.753, -1.869], [-0.121, 1.403, -4.854], [-2.410, 0.913, -4.323], [-1.582, -1.457, -4.835], [1.784, 0.494, -2.379], [3.194, 1.158, -0.347], [2.382, 1.458, 1.372], [1.836, -1.442, 0.114], [2.228, -0.964, 1.897], [2.355, -1.454, 4.934], [1.817, -3.137, 4.977], [1.166, -0.426, 4.126], [2.495, -1.099, 5.958], [3.302, -1.397, 4.391]], "mulliken_charge": [-0.91, -0.23, 0.34, -0.30, 0.17, -0.64, -0.05, -0.04, -0.56, 0.31, -0.30, 0.05, 0.10, 0.23, 0.32, 0.33, 0.31, 0.23, 0.16, 0.15, 0.23, 0.31, 0.31, 0.36, 0.27, -0.17, -0.36, -0.12, -0.10, 0.33, 0.28]}


Entry 3:
{"formula": "C8H15F5N3Re", "method": "wB97M-V/def2-TZVPD", "lumo_energy_ev": [-13.89, -14.15], "multiplicity": 2, "energy_ev": -28693.6013, "orbital_gap_ev": [8.525, 7.811], "charge": 3, "homo_energy_ev": [-22.42, -21.96], "elements": ["Re", "C", "C", "N", "C", "C", "N", "C", "C", "N", "H", "H", "H", "H", "H", "H", "H", "H", "H", "H", "H", "H", "H", "H", "H", "F", "C", "F", "C", "F", "F", "F"], "xyz": [[-0.143, -0.607, 0.754], [-1.784, 0.229, -1.245], [-1.982, 1.091, 0.038], [-0.684, 1.376, 0.786], [0.294, 2.285, 0.062], [1.637, 1.584, -0.020], [1.417, 0.158, -0.469], [1.143, 0.029, -1.947], [0.170, -1.111, -2.161], [-0.901, -1.013, -1.097], [-1.345, 0.832, -2.034], [-2.774, -0.086, -1.574], [-2.685, 0.645, 0.745], [-2.412, 2.040, -0.291], [-0.933, 1.787, 1.691], [0.379, 3.227, 0.603], [-0.121, 2.509, -0.920], [2.125, 1.549, 0.956], [2.312, 2.095, -0.709], [2.291, -0.337, -0.284], [2.075, -0.164, -2.478], [0.755, 0.976, -2.315], [0.643, -2.088, -2.054], [-0.303, -1.067, -3.144], [-1.480, -1.857, -1.144], [0.344, -2.778, 0.940], [0.908, -1.915, 1.900], [2.169, -2.129, 2.070], [0.015, -1.913, 3.158], [-1.247, -1.447, 2.477], [-0.230, -2.987, 3.786], [0.349, -0.910, 3.919]], "mulliken_charge": [1.40, -0.46, -0.85, -0.31, -0.49, -0.79, -0.54, -0.60, -0.78, -0.46, 0.30, 0.50, 0.45, 0.44, 0.46, 0.50, 0.30, 0.43, 0.44, 0.44, 0.50, 0.34, 0.41, 0.42, 0.50, -0.22, 0.77, -0.17, 0.68, -0.36, -0.10, -0.14]}


Entry 4:
{"formula": "C8H15FO2S", "method": "wB97M-V/def2-TZVPD", "lumo_energy_ev": 0.45, "relative_energy_kj_mol": 0.00, "energy_ev": -26184.9477, "orbital_gap_ev": 9.105, "homo_energy_ev": -8.65, "elements": ["C", "C", "O", "C", "C", "O", "C", "C", "F", "H", "H", "H", "H", "H", "H", "H", "H", "H", "C", "S", "C", "H", "H", "H", "H", "H", "H"], "xyz": [[0.897, -1.649, 2.568], [0.696, -1.385, 1.123], [0.156, -2.238, 0.431], [1.226, 0.016, 0.566], [2.666, -0.218, 0.406], [3.478, 0.275, 1.163], [0.792, 1.047, 1.574], [0.746, 2.477, 0.825], [-0.477, 0.808, 2.107], [0.080, -1.007, 2.956], [1.845, -1.468, 3.121], [0.818, -2.758, 2.675], [0.778, 0.082, -0.434], [3.066, -0.841, -0.331], [1.481, 1.120, 2.376], [1.643, 3.187, 1.016], [-0.114, 2.996, 1.319], [0.611, 2.359, -0.303], [-2.707, 0.702, -1.809], [-1.116, 0.244, -2.593], [-1.815, -1.337, -3.323], [-2.547, 1.540, -1.113], [-3.344, 1.014, -2.658], [-3.102, -0.135, -1.128], [-1.376, -1.495, -4.414], [-1.474, -2.231, -2.765], [-2.906, -1.106, -3.358]], "mulliken_charge": [-1.14, 0.29, -0.57, 1.15, -0.39, -0.51, 0.10, -1.10, -0.38, 0.28, 0.29, 0.36, -0.23, 0.55, 0.38, 0.30, 0.34, 0.24, -0.94, -0.05, -0.69, 0.32, 0.37, 0.27, 0.26, 0.23, 0.26]}


Entry 5:
{"formula": "C8H15IN3", "method": "wB97M-V/def2-TZVPD", "lumo_energy_ev": -4.02, "relative_energy_kj_mol": 0.00, "energy_ev": -21102.6036, "orbital_gap_ev": 9.337, "charge": 1, "homo_energy_ev": -13.36, "elements": ["C", "C", "C", "C", "C", "C", "C", "C", "N", "N", "N", "I", "H", "H", "H", "H", "H", "H", "H", "H", "H", "H", "H", "H", "H", "H", "H"], "xyz": [[-0.361, -2.116, -0.169], [1.705, 0.958, 1.101], [0.553, 1.890, 1.386], [1.249, -0.171, 0.107], [0.067, 2.068, 2.626], [0.159, -1.074, 0.837], [-1.971, -0.846, 0.267], [-0.665, 0.920, -3.341], [-1.648, -1.924, -0.387], [0.290, -3.092, -0.736], [-1.042, -0.337, 1.035], [-3.816, 0.084, 0.081], [2.585, 1.450, 0.811], [2.026, 0.396, 2.129], [0.202, 2.410, 0.564], [0.003, 1.019, -2.453], [0.914, 0.289, -0.834], [2.178, -0.788, -0.079], [0.688, 1.614, 3.464], [-0.783, 2.662, 2.743], [0.607, -1.412, 1.750], [-0.632, 1.856, -3.914], [-1.635, 0.810, -2.815], [-0.517, 0.036, -4.000], [1.163, -3.555, -0.377], [-0.135, -3.621, -1.523], [-1.183, 0.473, 1.727]], "mulliken_charge": [0.41, -0.57, -0.33, -0.18, -0.83, -0.04, -0.01, -0.76, -0.58, -0.33, 0.03, 0.26, 0.41, 0.25, 0.38, 0.06, -0.20, 0.34, 0.22, 0.44, 0.44, 0.34, 0.16, 0.24, 0.29, 0.30, 0.27]}


Entry 6:
{"formula": "C8H15N2O", "method": "wB97M-V/def2-TZVPD", "lumo_energy_ev": -2.69, "relative_energy_kj_mol": 427.25, "energy_ev": -13556.8623, "orbital_gap_ev": 10.570, "charge": 1, "homo_energy_ev": -13.26, "elements": ["C", "C", "C", "C", "C", "C", "C", "C", "N", "N", "O", "H", "H", "H", "H", "H", "H", "H", "H", "H", "H", "H", "H", "H", "H", "H"], "xyz": [[-2.013, 0.481, -0.022], [0.128, -1.877, 1.179], [0.403, -2.255, -0.247], [2.745, 0.525, -0.192], [1.833, 1.252, -1.177], [0.009, -0.876, 0.069], [1.275, 0.619, 0.068], [-3.365, 0.445, -0.606], [-1.200, -0.484, -0.496], [0.807, 1.486, 1.159], [-1.655, 1.169, 0.917], [-0.675, -2.360, 1.620], [1.078, -1.751, 1.860], [1.457, -2.586, -0.394], [-0.269, -2.832, -0.726], [3.278, -0.247, -0.685], [3.393, 1.025, 0.373], [1.952, 2.368, -1.019], [1.597, 0.765, -2.074], [-3.817, 1.453, -0.677], [-3.438, 0.113, -1.559], [-3.939, -0.436, 0.026], [-1.581, -0.786, -1.381], [1.232, 2.404, 0.966], [1.164, 1.084, 2.034], [-0.398, 1.302, 0.981]], "mulliken_charge": [0.80, -0.57, -0.95, -0.72, -0.56, 0.35, -0.06, -1.27, -0.10, -0.16, -0.60, 0.36, 0.19, 0.24, 0.34, 0.28, 0.32, 0.23, 0.30, 0.35, 0.47, 0.29, 0.28, 0.34, 0.38, 0.47]}


Entry 7:
{"formula": "C8H15N2O2", "method": "wB97M-V/def2-TZVPD", "lumo_energy_ev": -5.00, "relative_energy_kj_mol": 509.11, "energy_ev": -15601.4431, "orbital_gap_ev": 6.048, "charge": 1, "homo_energy_ev": -11.05, "elements": ["C", "C", "C", "C", "C", "C", "C", "C", "N", "N", "O", "O", "H", "H", "H", "H", "H", "H", "H", "H", "H", "H", "H", "H", "H", "H", "H"], "xyz": [[2.395, 2.589, -0.226], [1.660, 3.536, -0.113], [-1.104, 1.957, -1.095], [3.242, 1.434, -0.216], [-1.910, -0.955, -1.338], [0.000, -1.367, 0.219], [-0.476, 0.986, -0.444], [-0.758, -0.396, -0.580], [1.056, 4.702, 0.069], [-2.167, -2.476, 1.771], [-1.569, 2.887, -1.556], [1.650, 5.793, -0.560], [2.681, 0.682, -0.751], [4.207, 1.742, -0.802], [3.469, 1.190, 0.851], [-2.501, -0.100, -1.505], [-1.846, -1.603, -2.224], [-2.424, -1.515, -0.530], [0.274, -2.199, -0.486], [0.725, -1.011, 0.921], [-0.878, -1.846, 0.794], [0.211, 1.334, 0.344], [-0.056, 4.746, 0.007], [-2.524, -2.498, 2.789], [-1.403, -3.130, 1.848], [-2.875, -2.965, 1.390], [2.004, 6.448, 0.127]], "mulliken_charge": [-0.20, 0.76, 0.11, -1.29, -1.03, -0.60, -0.62, 1.02, -0.20, -0.87, -0.18, -0.41, 0.29, 0.32, 0.24, 0.36, 0.33, 0.21, 0.44, 0.40, -0.09, 0.63, 0.27, 0.27, 0.25, 0.24, 0.34]}


Entry 8:
{"formula": "C8H15N2S", "method": "wB97M-V/def2-TZVPD", "lumo_energy_ev": -5.46, "relative_energy_kj_mol": 303.87, "energy_ev": -22345.0917, "orbital_gap_ev": 7.152, "charge": 1, "homo_energy_ev": -12.62, "elements": ["C", "C", "C", "C", "C", "C", "C", "C", "N", "N", "S", "H", "H", "H", "H", "H", "H", "H", "H", "H", "H", "H", "H", "H", "H", "H"], "xyz": [[0.110, 1.348, 2.387], [0.671, 0.149, 1.896], [-0.627, 1.714, 1.314], [-0.198, 1.416, -2.137], [-2.402, 1.551, -1.191], [0.891, -3.390, 0.872], [-1.112, 0.906, -1.015], [1.631, -2.324, 0.178], [0.384, -0.118, 0.642], [-0.467, 0.864, 0.311], [3.199, -1.994, 0.377], [0.416, 1.950, 3.124], [1.305, -0.570, 2.489], [-1.188, 2.560, 1.156], [0.780, 1.018, -2.158], [-0.112, 2.524, -2.249], [-0.709, 1.215, -3.189], [-2.412, 2.612, -0.890], [-3.151, 1.116, -0.523], [-2.642, 1.280, -2.257], [1.555, -4.130, 1.282], [0.371, -3.840, 0.056], [0.386, -2.997, 1.747], [-1.366, -0.185, -1.212], [1.220, -1.678, -0.570], [3.466, -0.995, -0.440]], "mulliken_charge": [-1.11, -0.12, -0.03, -1.21, -1.59, -0.92, 0.61, 0.50, -0.25, 0.31, 0.02, 0.43, 0.31, 0.41, 0.35, 0.33, 0.32, 0.36, 0.40, 0.40, 0.44, 0.31, 0.31, 0.09, 0.11, 0.23]}


Entry 9:
{"formula": "C8H15N4O2S", "method": "wB97M-V/def2-TZVPD", "lumo_energy_ev": -3.36, "relative_energy_kj_mol": 0.00, "energy_ev": -29422.6510, "orbital_gap_ev": 9.133, "charge": 1, "homo_energy_ev": -12.49, "elements": ["C", "C", "O", "N", "C", "S", "C", "N", "N", "C", "C", "O", "N", "C", "C", "H", "H", "H", "H", "H", "H", "H", "H", "H", "H", "H", "H", "H", "H", "H"], "xyz": [[4.108, -1.674, -0.710], [3.395, -0.427, -0.082], [3.849, 0.203, 0.814], [2.082, -0.316, -0.432], [1.251, 0.536, 0.433], [0.278, -0.484, 1.655], [-1.419, 0.598, 1.319], [-1.917, 1.410, 2.387], [-2.432, -0.376, 0.901], [-2.774, -0.736, -0.305], [-3.612, -1.893, -0.504], [-2.474, -0.038, -1.375], [-0.994, 1.351, 0.148], [0.254, 1.404, -0.175], [0.769, 2.216, -1.355], [5.002, -1.378, -1.182], [4.528, -2.301, 0.111], [3.493, -2.128, -1.533], [1.627, -0.652, -1.241], [1.829, 1.184, 1.163], [-1.241, 2.183, 2.590], [-2.139, 0.865, 3.306], [-2.885, -1.004, 1.577], [-3.401, -2.359, -1.444], [-3.188, -2.630, 0.243], [-4.693, -1.511, -0.382], [-1.945, 0.856, -1.152], [0.725, 3.219, -1.184], [0.099, 1.919, -2.164], [1.826, 1.962, -1.425]], "mulliken_charge": [-0.93, 0.59, -0.54, -0.17, 0.18, -0.19, 0.43, -0.62, -0.10, 0.71, -1.06, -0.46, -0.90, 0.31, -1.17, 0.36, 0.28, 0.24, 0.24, 0.40, 0.29, 0.29, 0.25, 0.36, 0.38, 0.28, 0.49, 0.40, 0.34, 0.32]}